2 unconnected molecules or ions with the total composition C36H41N3O8 in a non-equilibrium geometry, computed with wB97M-V/def2-TZVPD.

ORCA input file:
```
! wB97M-V def2-TZVPD RIJCOSX def2/J DEFGRID3
* xyz 0 1
C -3.7658 3.5995 5.6924
O -2.4749 2.9510 5.7777
C -2.0743 2.1591 4.7504
C -0.8356 1.4742 4.8975
C -0.3383 0.7195 3.8642
C -0.9721 0.6753 2.5917
C -0.4116 -0.0420 1.4802
C -1.2296 -0.5985 0.4921
C -0.8330 -1.5267 -0.4617
N -1.6620 -2.1158 -1.3522
C -1.1670 -3.1275 -2.2918
C -0.0126 -2.6138 -3.1488
C 0.4643 -3.6115 -4.1783
C 0.5079 -3.2457 -5.5253
C 0.8488 -4.1920 -6.4928
C 1.1935 -5.4953 -6.1082
C 1.2203 -5.8382 -4.7507
C 0.8650 -4.8920 -3.7820
C -2.4142 -3.4733 -3.1077
O -2.5115 -4.3031 -4.0073
N -3.4277 -2.6784 -2.6479
C -4.7582 -2.7714 -3.2064
C -3.0966 -1.8171 -1.5124
C -3.9233 -2.2429 -0.2892
C -3.3509 -0.3496 -1.8901
C -2.2351 1.3230 2.4907
C -2.7977 2.0210 3.5425
H -3.8132 4.2147 6.5924
H -3.8446 4.2312 4.7955
H -4.5783 2.8588 5.6940
H -0.2956 1.5863 5.8365
H 0.5757 0.1402 4.0089
H 0.6410 -0.3349 1.5106
H -2.2879 -0.3290 0.5019
H 0.2115 -1.8408 -0.4999
H -0.8546 -4.0382 -1.7394
H -0.3295 -1.6864 -3.6519
H 0.8161 -2.3498 -2.4748
H 0.2344 -2.2243 -5.8013
H 0.8372 -3.9118 -7.5456
H 1.4452 -6.2400 -6.8650
H 1.5048 -6.8460 -4.4383
H 0.8687 -5.1465 -2.7183
H -4.7271 -3.4547 -4.0597
H -5.4736 -3.1506 -2.4632
H -5.1105 -1.7862 -3.5387
H -3.9433 -3.3399 -0.2339
H -3.4976 -1.8587 0.6390
H -4.9468 -1.8631 -0.3922
H -2.8749 -0.1333 -2.8569
H -4.4304 -0.1798 -1.9755
H -2.9516 0.3397 -1.1439
H -2.7787 1.3001 1.5458
H -3.7794 2.4977 3.4290
C 1.4461 5.0655 -1.9301
C 0.8529 4.4594 -0.6908
O 1.6058 3.2638 -0.3909
C 1.2833 2.7529 0.8098
C 2.0959 1.6128 1.2612
C 2.7178 0.7251 0.2593
O 2.7386 -0.5068 0.3482
O 3.2691 1.3751 -0.7872
C 4.1364 0.5950 -1.6581
C 4.3520 1.4367 -2.8878
C 2.5671 1.6023 2.5938
C 3.3305 0.5004 3.1306
C 3.7191 0.4626 4.4612
C 3.3494 1.5103 5.3327
N 3.4329 1.3324 6.7438
O 2.9148 2.2019 7.4845
O 3.9911 0.3080 7.1952
C 2.6653 2.6355 4.8325
C 2.2861 2.6794 3.5075
O 0.3600 3.2458 1.4648
H 0.8684 5.9507 -2.2052
H 2.4816 5.3807 -1.7576
H 1.4313 4.3666 -2.7734
H 0.9303 5.1556 0.1538
H -0.1998 4.1784 -0.8332
H 5.0831 0.4156 -1.1317
H 3.6572 -0.3616 -1.9006
H 5.0964 0.9662 -3.5352
H 3.4179 1.5326 -3.4536
H 4.7031 2.4435 -2.6350
H 3.5691 -0.3338 2.4703
H 4.2833 -0.3764 4.8677
H 2.4175 3.4431 5.5151
H 1.7219 3.5377 3.1563
*
```

Calculated values
**DFT total energy**: -2162.456321 a.u.
**Orbital gap**: 4.588 eV
**E_LUMO**: -1.795 eV

Here are the Mulliken charges for atoms 1 to 4, given in e: C -0.8550; O -0.4303; C 1.0258; C -0.5638

***

A molecular structure, C36H42BF4InN5O6P2 in a non-equilibrium geometry, computed with wB97M-V/def2-TZVPD.

ORCA input file:
```
! wB97M-V def2-TZVPD RIJCOSX def2/J DEFGRID3
* xyz -1 1
In 3.9013 -0.5569 -0.8504
C 0.8495 -2.5313 -1.7493
C 1.3436 -1.5103 -2.6518
N 2.4438 -0.7820 -2.5209
C 2.4838 0.0829 -3.5968
C 1.3916 -0.1211 -4.3867
N 0.7275 -1.1408 -3.7712
C 0.9296 0.6025 -5.5782
O 1.6784 1.6247 -6.0212
O -0.0685 0.2386 -6.2159
C 3.6583 1.0316 -3.5058
O 3.9237 1.7875 -4.4604
O 4.4317 0.7548 -2.4980
H 0.0885 -3.1386 -2.2208
H 0.5543 -2.1226 -0.8218
H 1.6596 -3.1958 -1.4941
H -0.1317 -1.5360 -4.1762
H 2.5067 1.8208 -5.5162
C 5.9584 3.3402 0.2415
C 5.0862 3.7832 1.2304
C 4.0794 3.0052 1.7095
C 3.9116 1.7256 1.1333
N 4.7196 1.3502 0.0928
C 5.6572 2.1797 -0.3863
C 2.8939 0.8198 1.6333
C 2.0663 1.1138 2.7002
C 1.1078 0.2180 3.1881
C 1.0735 -1.0578 2.5673
C 1.8179 -1.4152 1.4776
C 2.7557 -0.4689 0.9756
H 6.7470 4.0231 -0.1073
H 5.2215 4.7816 1.6679
H 3.3921 3.2644 2.4780
H 6.2338 1.7718 -1.2405
H 2.1557 2.1126 3.1147
H 0.4093 0.5313 3.9320
H 0.4210 -1.8151 2.9466
H 1.6821 -2.4440 1.0944
C -3.1552 0.6269 -2.2202
P -1.4895 0.5145 -1.2941
C -2.1877 0.0864 0.3958
N -2.0834 0.9567 1.3752
C -2.3226 0.5272 2.6733
C -2.0578 1.4359 3.6840
C -2.1745 1.0030 4.9839
C -2.3104 -0.3781 5.3414
C -2.4010 -1.2908 4.3138
C -2.5028 -0.8392 3.0122
N -2.7362 -1.6927 1.9682
C -2.6864 -1.2439 0.7732
P -3.0456 -2.2855 -0.6285
C -4.9125 -2.0559 -0.7375
C -2.9772 -4.0562 -0.0373
C -1.6845 -4.2736 0.6943
C -3.0821 -5.0469 -1.2046
C -4.1904 -4.4359 0.8559
C -0.9713 2.3904 -1.1894
C 0.1169 2.5112 -0.1666
C -2.1269 3.3188 -0.9678
C -0.4692 2.5810 -2.5909
H -3.9852 0.7263 -1.5124
H -3.3156 -0.3527 -2.7178
H -3.1990 1.4194 -2.9485
H -1.8357 2.4868 3.5075
H -2.1165 1.7357 5.7780
H -2.2709 -0.5999 6.4091
H -2.6903 -2.3474 4.4020
H -5.3957 -2.4419 0.1675
H -5.1740 -2.6101 -1.5565
H -5.1538 -0.9844 -0.9224
H -0.8587 -4.2553 -0.0408
H -1.6914 -5.1605 1.3031
H -1.3876 -3.4934 1.4121
H -2.2029 -5.0638 -1.8932
H -4.0495 -4.8526 -1.8043
H -3.2068 -5.9455 -0.8257
H -4.3408 -3.8363 1.7942
H -4.2186 -5.4554 1.1124
H -5.1243 -4.3104 0.3153
H -0.2740 2.6425 0.8186
H 0.6870 3.4179 -0.4311
H 0.8795 1.6713 -0.1576
H -2.5516 2.9322 -0.0101
H -2.9348 3.2100 -1.6891
H -1.8543 4.3844 -0.7952
H 0.5869 2.2732 -2.8160
H -0.4611 3.6726 -2.8333
H -1.1508 2.0413 -3.3295
F -0.7950 5.3225 2.3465
B -0.0268 4.8043 3.3784
F -0.8686 3.9110 4.0844
F 1.0125 4.0529 2.8031
F 0.5655 5.7843 4.2115
O 5.7746 -1.6811 -1.1073
C 5.2741 -2.8379 -1.2463
O 4.0395 -3.1035 -1.1842
H 6.0035 -3.6372 -1.4700
*
```

Calculated values
**DFT total energy**: -3419.828069 a.u.
**Orbital gap**: 8.187 eV
**E_LUMO**: 1.728 eV
**Energy above the lowest of the compared OMol25 structures with the same formula, charge and spin**: 48.8 kcal per mole

Here are the Mulliken charges for atoms 1 to 4, given in e: In 2.2097; C -0.3340; C -0.0966; N -0.1808

***

8 unconnected molecules or ions with the total composition C36H42Cl5N6 in a non-equilibrium geometry, computed with wB97M-V/def2-TZVPD.

ORCA input file:
```
! wB97M-V def2-TZVPD RIJCOSX def2/J DEFGRID3
* xyz 1 1
C -6.7847 -4.7180 -1.0492
N -6.0685 -3.7132 -1.9761
C -6.8180 -2.7742 -2.5905
C -6.1674 -1.8595 -3.3669
C -4.7686 -1.9195 -3.6149
C -4.0871 -2.9855 -2.9888
C -4.7299 -3.9066 -2.2202
C -4.1376 -0.9278 -4.5759
C -4.8352 -0.1756 -5.5497
C -4.1440 0.8226 -6.2875
N -2.8862 1.1508 -5.9410
C -2.1651 0.4711 -4.9770
C -2.8136 -0.5752 -4.3276
C -2.2061 2.0831 -6.8929
H -6.2452 -4.7458 -0.1024
H -6.9329 -5.6615 -1.5745
H -7.7947 -4.3394 -0.8920
H -7.8246 -2.6029 -2.2385
H -6.7857 -1.1678 -3.9198
H -3.0501 -3.2325 -3.1618
H -4.1670 -4.6537 -1.6804
H -5.8530 -0.4346 -5.8016
H -4.6385 1.2714 -7.1362
H -1.1712 0.8425 -4.7758
H -2.2165 -0.9949 -3.5316
H -1.8200 1.5700 -7.7736
H -1.3597 2.5714 -6.4098
H -2.8917 2.8649 -7.2196
C -7.9031 3.9508 -1.2361
N -6.6291 3.3287 -0.8397
C -6.7371 2.4146 0.1254
C -5.6357 1.7023 0.6056
C -4.3760 2.0439 0.1500
C -4.3326 2.9806 -0.9164
C -5.4367 3.5964 -1.4184
C -3.1644 1.3604 0.6556
C -1.8251 1.7995 0.3950
C -0.6962 1.2393 1.0051
N -0.8331 0.1976 1.8770
C -2.0407 -0.2885 2.1715
C -3.2642 0.2732 1.5721
C 0.3264 -0.4011 2.5425
H -7.6368 4.7534 -1.9239
H -8.3582 4.2359 -0.2876
H -8.5830 3.2728 -1.7520
H -7.7376 2.1967 0.4687
H -5.8844 1.0019 1.3892
H -3.3950 3.3768 -1.2775
H -5.3727 4.3303 -2.2082
H -1.6805 2.6835 -0.2083
H 0.3304 1.5274 0.8331
H -2.1258 -0.9810 2.9959
H -4.2343 -0.1122 1.8491
H 1.1649 -0.1363 1.8984
H 0.0518 -1.4550 2.5895
H 0.5559 0.1658 3.4447
C 10.2079 0.9738 7.6953
N 9.8489 0.6131 6.3312
C 10.7069 -0.1952 5.6346
C 10.3950 -0.6832 4.3544
C 9.1503 -0.4602 3.7907
C 8.3115 0.3908 4.5412
C 8.6141 0.8050 5.8621
C 8.7280 -0.9134 2.4378
C 8.9886 -2.2090 1.9537
C 8.5779 -2.5587 0.6745
N 7.9646 -1.6084 -0.0989
C 7.6376 -0.3384 0.2769
C 8.0343 -0.0266 1.5818
C 7.5306 -1.9512 -1.5090
H 9.5704 0.2481 8.2003
H 10.0667 2.0428 7.8546
H 11.2367 0.6948 7.9231
H 11.7058 -0.2930 6.0334
H 11.2160 -1.2654 3.9629
H 7.3120 0.5708 4.1736
H 7.8266 1.2960 6.4145
H 9.5264 -2.9475 2.5297
H 8.8406 -3.4748 0.1665
H 7.2877 0.3729 -0.4566
H 7.8366 0.9518 1.9941
H 6.4474 -1.9854 -1.6258
H 8.0129 -2.8854 -1.7966
H 7.9972 -1.1998 -2.1460
Cl -14.0467 0.9013 -1.0810
Cl -0.1190 -5.9291 7.6506
Cl -8.5404 -2.6152 4.8964
Cl -0.1706 7.3134 -3.1240
Cl 4.1132 5.0473 2.9794
*
```

Calculated values
**DFT total energy**: -4025.602909 a.u.
**Orbital gap**: 1.105 eV
**E_LUMO**: -6.389 eV
**Energy above the lowest of the compared OMol25 structures with the same formula, charge and spin**: 197.2 kcal per mole

Here are the Mulliken charges for atoms 1 to 4, given in e: C -0.9254; N 0.0396; C -0.1546; C -0.9124

***

A molecular structure, C36H42ClN5OPSTeZr in a non-equilibrium geometry, computed with wB97M-V/def2-TZVPD.

ORCA input file:
```
! wB97M-V def2-TZVPD RIJCOSX def2/J DEFGRID3
* xyz 1 1
Zr -0.0197 -0.7999 0.4524
Cl 1.7553 2.9706 0.9114
C 0.3198 4.0159 0.6141
C 0.5566 5.4122 0.6045
C -0.3511 6.3418 0.1575
C -1.5678 5.8331 -0.3245
C -1.8232 4.4463 -0.3745
C -0.8656 3.5022 0.0190
P -1.2321 1.7449 -0.4626
C -3.0727 1.6635 -0.4328
C -3.9028 1.9365 -1.4440
C -5.2605 1.9311 -1.2963
C -5.7757 1.5397 -0.0726
C -4.9635 1.1183 0.9460
C -3.6391 1.2815 0.7994
C -0.6608 1.7853 -2.2537
C 0.5519 2.4961 -2.5232
C 1.1398 2.5034 -3.7896
C 0.5713 1.9127 -4.8758
C -0.5769 1.1422 -4.6046
C -1.1779 1.1094 -3.3315
H 1.4470 5.7571 1.1245
H -0.2206 7.3761 0.1516
H -2.3115 6.5589 -0.5418
H -2.7742 4.0207 -0.7512
H -3.4513 2.3138 -2.3385
H -5.8959 2.0486 -2.1901
H -6.8344 1.5648 -0.0511
H -5.3244 1.0741 1.9654
H -3.0241 1.1170 1.6816
H 1.1584 3.0292 -1.8065
H 2.1870 2.8306 -3.8697
H 0.9285 2.1102 -5.8559
H -1.0753 0.6491 -5.3658
H -1.9697 0.3888 -3.1190
C 0.4787 -3.9658 2.2911
C 1.2139 -3.8560 0.9793
C 1.7633 -5.0862 0.5820
C 2.5414 -5.0674 -0.5320
C 2.7677 -3.8661 -1.2774
C 3.7127 -3.8241 -2.3560
C 4.0532 -2.5809 -2.9092
C 3.5071 -1.4382 -2.3704
C 2.5342 -1.4600 -1.3280
S 2.0724 0.1189 -0.6354
C 2.1546 -2.6992 -0.7763
N 1.3310 -2.7403 0.3023
H 1.0738 -3.5659 3.0865
H 0.2418 -4.9881 2.4983
H -0.4508 -3.3581 2.3703
H 1.6096 -5.9783 1.1535
H 3.0130 -6.0117 -0.8443
H 4.2009 -4.6733 -2.7800
H 4.7699 -2.4844 -3.7222
H 3.8317 -0.4549 -2.7661
C 1.8342 -0.8889 5.2199
N 1.6155 -0.1775 3.9352
C 2.5679 -0.4825 2.8267
C 0.4541 0.4442 3.6162
N 0.1500 0.6244 2.3349
N -0.3683 0.9136 4.6299
C -1.7930 1.1603 4.4586
C 0.2002 1.4825 5.8059
H 2.0367 -1.9168 4.9215
H 0.9294 -0.8986 5.8522
H 2.7430 -0.5370 5.6631
H 3.5074 -0.9575 3.1320
H 2.7989 0.4086 2.2537
H 2.0712 -1.1378 2.1574
H -0.4845 1.4003 2.2409
H -1.8730 2.2768 4.3738
H -2.2331 0.8484 5.4336
H -2.1126 0.6904 3.5811
H 1.2084 1.8910 5.7411
H 0.1971 0.6716 6.6656
H -0.4239 2.2745 6.1882
Te -2.2955 -1.7111 1.2153
C 0.8017 -2.7911 -4.6028
N 0.0234 -2.5998 -3.3374
C -0.9064 -3.6822 -2.9289
C 0.1760 -1.5335 -2.5990
O -0.4933 -1.4129 -1.5465
H 1.4651 -3.6544 -4.5174
H 1.2438 -1.8460 -4.8035
H 0.0162 -3.0741 -5.3025
H -1.8741 -3.3303 -2.6547
H -0.4067 -4.0362 -2.0186
H -0.9161 -4.4686 -3.7073
H 0.8750 -0.6955 -2.9457
*
```

Calculated values
**DFT total energy**: -3260.691352 a.u.
**Orbital gap (spin up / spin down)**: 6.241 / 6.241 eV
**E_LUMO (spin up / spin down)**: -2.945 / -2.946 eV
**Energy above the lowest of the compared OMol25 structures with the same formula, charge and spin**: 53.4 kcal per mole

Here are the Mulliken charges for atoms 1 to 4, given in e: Zr -0.2540; Cl -0.1597; C 0.6950; C -0.3269

***

A molecular structure, C36H43CuGeN8PS2 in a non-equilibrium geometry, computed with wB97M-V/def2-TZVPD.

ORCA input file:
```
! wB97M-V def2-TZVPD RIJCOSX def2/J DEFGRID3
* xyz 1 1
Cu -0.4951 0.3566 -0.4177
C -2.6619 4.6958 2.1054
S -0.9737 4.0286 2.2485
C -1.0406 2.6995 1.1493
S 0.3909 1.6959 1.1378
N -2.1178 2.5167 0.4513
N -2.1371 1.3890 -0.2417
C -3.1755 0.9245 -0.8351
C -3.0925 -0.4595 -1.2260
C -4.2226 -1.1575 -1.6643
C -4.1609 -2.5317 -1.7808
C -2.9686 -3.1719 -1.4681
C -1.8840 -2.4088 -1.0687
N -1.9301 -1.0896 -0.9641
H -2.6112 5.7475 2.3599
H -3.3148 4.1739 2.7984
H -2.9964 4.5574 1.0841
H -4.1210 1.4583 -0.8757
H -5.1306 -0.6122 -1.8652
H -5.0265 -3.0956 -2.0913
H -2.8815 -4.2432 -1.5343
H -0.9484 -2.8795 -0.7973
C -2.4395 -2.0748 4.8344
N -3.1137 -2.6199 3.6670
C -4.4087 -1.9803 3.5254
N -4.3204 -0.5334 3.4360
C -3.6464 -0.0418 4.6257
N -2.3310 -0.6265 4.8026
C -1.4091 -0.1801 3.7927
P -1.8854 -0.6937 2.0380
C -2.3128 -2.4804 2.4776
C -3.6673 -0.1045 2.2242
H -1.4376 -2.5063 4.8937
H -3.0071 -2.3645 5.7222
H -5.0133 -2.2301 4.4014
H -4.9002 -2.3644 2.6284
H -4.2629 -0.2920 5.4942
H -3.5451 1.0440 4.5547
H -0.4169 -0.5772 4.0247
H -1.3545 0.9154 3.8131
H -1.3868 -3.0504 2.6148
H -2.8606 -2.9114 1.6292
H -4.2420 -0.4876 1.3715
H -3.6754 0.9924 2.1905
C 1.5412 -1.4055 2.1434
Ge 1.7294 -0.5357 0.3601
C 1.8884 -2.0752 -0.9280
C 2.8388 -3.0274 -0.5941
C 2.9736 -4.1777 -1.3518
C 2.1924 -4.3703 -2.4795
C 1.2684 -3.4052 -2.8395
C 1.1123 -2.2738 -2.0563
C 3.3753 0.5765 0.4892
C 3.8777 0.8290 1.7424
C 5.0689 1.5448 1.9156
C 5.7371 2.0395 0.8307
C 5.2385 1.8349 -0.4725
C 5.8809 2.3723 -1.6082
C 5.3571 2.1958 -2.8585
C 4.1898 1.4373 -3.0339
C 3.5531 0.8968 -1.9536
C 4.0399 1.0904 -0.6479
H 2.4405 -1.9827 2.3427
H 0.6912 -2.0799 2.1584
H 1.4212 -0.6603 2.9230
H 3.4790 -2.8619 0.2613
H 3.6908 -4.9276 -1.0586
H 2.3075 -5.2633 -3.0766
H 0.6622 -3.5392 -3.7242
H 0.3618 -1.5381 -2.3005
H 3.3507 0.4832 2.6186
H 5.4415 1.7106 2.9155
H 6.6424 2.6142 0.9595
H 6.7964 2.9298 -1.4749
H 5.8347 2.6408 -3.7175
H 3.8101 1.2688 -4.0305
H 2.6531 0.3099 -2.0847
C 0.9520 0.8029 -5.8144
C 0.7304 1.3763 -4.4657
C 1.0771 2.5930 -3.9219
C 0.6809 2.5457 -2.5764
N 0.1153 1.3685 -2.3108
N 0.1460 0.6800 -3.4700
C 0.8861 3.6367 -1.5948
H 1.5663 1.4767 -6.4051
H 0.0019 0.6504 -6.3245
H 1.4559 -0.1613 -5.7489
H 1.5496 3.4191 -4.4139
H -0.2961 -0.2226 -3.5436
H 1.3650 4.4748 -2.0942
H 1.5200 3.3022 -0.7739
H -0.0595 3.9801 -1.1774
*
```

Calculated values
**DFT total energy**: -6690.571141 a.u.
**Orbital gap**: 6.672 eV
**E_LUMO**: -3.522 eV
**Energy above the lowest of the compared OMol25 structures with the same formula, charge and spin**: 57.0 kcal per mole

Here are the Mulliken charges for atoms 1 to 4, given in e: Cu 1.0027; C -0.8164; S -0.0172; C 0.4710